Entry 1:
The following is a quantum chemistry calculation of 2 unconnected molecules or ions with the total composition CH3N2O in a non-equilibrium geometry, from the Open Molecules 2025 dataset.

The geometry in XYZ format:
```
7
Properties=species:S:1:pos:R:3
C 0.03 -0.09 -0.34
N -1.69 -1.34 0.80
N -0.95 -0.71 0.29
O 1.18 -0.65 -0.26
H -0.22 2.26 1.31
H -0.22 0.57 -1.22
H 1.87 -0.05 -0.58
```

## Properties
Lowest unoccupied orbital energy (alpha / beta) ... -6.2 / -7.8 eV
Orbital gap (alpha / beta) ... 9.5 / 7.8 eV
Total charge ... +1
E_tot ... -6099.824 eV
Relative energy (zero: lowest compared OMol25 entry of this formula, charge and spin) ... 114.33 kcal per mole
Highest occupied orbital energy (alpha / beta) ... -15.71 / -15.59 eV

***

Entry 2:
The following is a quantum chemistry calculation of a molecular structure, C2H6P2S in a non-equilibrium geometry, from the Open Molecules 2025 dataset.

The geometry in XYZ format:
```
11
Properties=species:S:1:pos:R:3
C 0.40 0.21 -0.46
C -0.72 0.08 0.48
P 2.54 0.13 0.64
P -2.28 -0.80 0.06
S -0.41 1.75 -0.19
H 0.45 -0.21 -1.45
H -0.45 -0.01 1.53
H 3.08 0.97 -0.34
H 2.89 -1.01 -0.09
H -2.62 0.02 -1.02
H -3.07 -0.06 0.94
```

## Properties
Lowest unoccupied orbital energy ... 0.1 eV
Orbital gap ... 8.4 eV
Total charge ... 0
E_tot ... -31580.983 eV
Relative energy (zero: lowest compared OMol25 entry of this formula, charge and spin) ... 46.75 kcal per mole
Highest occupied orbital energy ... -8.35 eV

***

Entry 3:
The following is a quantum chemistry calculation of 8 unconnected molecules or ions with the total composition H16O8, from the Open Molecules 2025 dataset.

The geometry in XYZ format:
```
24
Properties=species:S:1:pos:R:3
O -15.19 -22.26 12.35
H -15.68 -23.03 12.67
H -15.86 -21.56 12.27
O -14.73 -19.58 6.85
H -14.45 -19.86 7.73
H -13.91 -19.41 6.38
O -15.59 -17.68 9.38
H -14.94 -18.33 9.10
H -15.23 -17.31 10.19
O -13.87 -23.17 7.73
H -14.28 -23.03 6.86
H -13.20 -23.85 7.58
O -16.96 -21.20 9.31
H -17.00 -21.47 8.39
H -16.01 -21.11 9.51
O -12.54 -21.28 12.08
H -12.13 -21.75 12.82
H -13.49 -21.45 12.18
O -14.12 -20.91 9.40
H -14.10 -21.83 9.06
H -13.66 -20.95 10.25
O -11.54 -18.75 10.64
H -11.88 -19.63 10.87
H -12.18 -18.13 11.01
```

## Properties
Lowest unoccupied orbital energy ... 0.1 eV
Orbital gap ... 10.9 eV
Total charge ... 0
E_tot ... -16640.077 eV
Relative energy (zero: lowest compared OMol25 entry of this formula, charge and spin) ... 44.60 kcal per mole
Highest occupied orbital energy ... -10.73 eV

***

Entry 4:
The following is a quantum chemistry calculation of 2 unconnected molecules or ions with the total composition C2H3N2O2 in a non-equilibrium geometry, from the Open Molecules 2025 dataset.

The geometry in XYZ format:
```
9
Properties=species:S:1:pos:R:3
C -0.96 0.48 -0.03
C 2.08 -1.82 -0.72
N -1.63 1.62 -0.01
N 0.12 0.17 0.67
O 2.94 -2.53 -0.96
O -2.70 1.99 0.19
H -1.18 -0.22 -0.80
H 0.93 -0.42 0.21
H 0.41 0.72 1.47
```

## Properties
Lowest unoccupied orbital energy (alpha / beta) ... -5.4 / -7.7 eV
Orbital gap (alpha / beta) ... 9.7 / 10.3 eV
⟨S²⟩ ... 2.013
Multiplicity ... 3
Total charge ... +1
E_tot ... -9185.809 eV
Relative energy (zero: lowest compared OMol25 entry of this formula, charge and spin) ... 0.00 kcal per mole
Highest occupied orbital energy (alpha / beta) ... -15.07 / -18.06 eV

***

Entry 5:
The following is a quantum chemistry calculation of a molecular structure, C26H38AsAuBrNO5Si3, from the Open Molecules 2025 dataset.

The geometry in XYZ format:
```
76
Properties=species:S:1:pos:R:3
Au -0.52 -0.16 -1.22
O 0.19 -6.27 -1.65
C 0.03 -5.08 -1.56
C 1.10 -4.05 -1.16
O 2.25 -4.27 -0.87
C 0.41 -2.77 -1.21
C -0.93 -2.89 -1.62
O -1.74 -1.87 -1.71
C -1.28 -4.31 -1.82
O -2.35 -4.79 -2.08
O 0.97 -1.60 -0.97
N 0.93 1.00 -2.77
C 2.03 0.21 -3.20
C 1.81 -0.91 -3.98
C 2.87 -1.73 -4.34
C 4.15 -1.43 -3.91
C 4.37 -0.31 -3.12
C 3.31 0.51 -2.77
H 1.21 1.86 -2.32
H 0.28 1.22 -3.51
H 0.80 -1.17 -4.28
H 2.69 -2.61 -4.94
H 4.98 -2.08 -4.17
H 5.37 -0.08 -2.78
H 3.48 1.39 -2.15
Br -5.32 4.02 -3.19
C -3.96 2.85 -2.58
C -2.70 3.36 -2.31
C -1.71 2.50 -1.85
C -1.97 1.15 -1.66
C -3.24 0.65 -1.96
C -4.23 1.51 -2.42
H -2.50 4.41 -2.45
H -0.74 2.91 -1.61
H -3.45 -0.40 -1.84
H -5.22 1.12 -2.65
C 0.43 2.92 3.61
Si -0.05 2.62 1.83
C -1.75 3.35 1.57
C 1.22 3.40 0.67
As -0.10 0.33 1.24
Si -1.99 -0.62 2.34
C -3.50 0.00 1.43
C -1.99 -0.03 4.13
C -1.89 -2.47 2.23
Si 1.92 -0.78 1.91
C 1.55 -2.60 2.10
C 3.28 -0.43 0.69
C 2.38 -0.05 3.57
H 0.36 4.00 3.77
H 1.44 2.61 3.87
H -0.27 2.44 4.31
H -1.67 4.44 1.46
H -2.38 3.16 2.45
H -2.26 2.96 0.70
H 1.71 4.25 1.14
H 0.73 3.76 -0.24
H 1.99 2.69 0.37
H -3.42 1.04 1.12
H -4.37 -0.09 2.08
H -3.67 -0.61 0.55
H -2.35 0.99 4.21
H -1.00 -0.08 4.59
H -2.66 -0.68 4.70
H -1.79 -2.80 1.20
H -2.83 -2.88 2.62
H -1.08 -2.90 2.82
H 0.72 -2.94 1.49
H 1.32 -2.83 3.15
H 2.42 -3.18 1.80
H 3.02 -0.80 -0.30
H 4.17 -0.97 1.03
H 3.53 0.63 0.65
H 1.54 0.00 4.27
H 2.80 0.95 3.47
H 3.14 -0.69 4.02
```

## Properties
Lowest unoccupied orbital energy (alpha / beta) ... -1.3 / -1.3 eV
Orbital gap (alpha / beta) ... 6.2 / 6.2 eV
Total charge ... 0
E_tot ... -197514.023 eV
Highest occupied orbital energy (alpha / beta) ... -7.59 / -7.59 eV